{"formula": "C19H43N6O5", "method": "ωB97M-V with the def2-TZVPD basis set", "elements": ["C", "N", "C", "C", "O", "C", "C", "N", "C", "N", "C", "N", "H", "H", "H", "H", "H", "H", "H", "H", "H", "H", "H", "H", "H", "C", "O", "C", "C", "N", "C", "C", "O", "C", "H", "H", "H", "H", "H", "H", "H", "H", "H", "H", "H", "H", "H", "H", "H", "C", "O", "C", "C", "N", "C", "C", "O", "C", "H", "H", "H", "H", "H", "H", "H", "H", "H", "H", "H", "H", "H", "H", "H"], "positions_angstrom": [[3.46839, -1.69795, -6.66225], [4.07678, -2.06634, -5.32667], [4.14152, -3.57756, -5.28618], [5.41580, -1.40836, -5.08564], [5.80808, -0.47242, -5.99192], [6.42468, -1.65967, -3.81915], [5.85476, -0.85874, -2.49304], [5.90678, 0.60659, -2.10792], [5.19010, 0.88289, -0.77444], [4.62334, -0.40267, -0.16294], [5.03928, -1.44001, -1.19026], [4.67413, -2.90093, -0.93718], [4.20752, -1.78701, -7.57873], [2.54738, -2.40634, -6.93767], [3.03149, -0.59822, -6.67803], [4.36519, -4.08265, -6.33539], [3.04195, -3.94471, -5.00038], [4.84153, -3.96800, -4.43236], [6.55303, -2.82182, -3.59036], [7.46923, -1.16132, -4.10409], [6.36092, 1.37475, -2.66041], [5.04862, 1.92060, -0.24976], [4.07345, -0.52890, 0.73324], [4.70160, -2.98407, 0.11927], [5.47684, -3.45462, -1.36216], [0.54674, 1.89013, 5.95828], [-0.03789, 0.93676, 5.08117], [-1.17433, 1.45407, 4.37644], [-0.86823, 1.54795, 2.87347], [0.10783, 2.61169, 2.60084], [0.61984, 2.59229, 1.22615], [1.47315, 1.37539, 0.81208], [2.72516, 1.28983, 1.49958], [2.66595, 0.59920, 2.74137], [1.33397, 1.39028, 6.52906], [0.99917, 2.70934, 5.39330], [-0.19616, 2.28227, 6.65958], [-1.51124, 2.41617, 4.77995], [-1.98677, 0.73288, 4.52061], [-1.79365, 1.76018, 2.32946], [-0.48762, 0.57653, 2.54792], [0.89436, 2.51191, 3.23796], [1.23707, 3.49001, 1.11160], [-0.21902, 2.69707, 0.52944], [1.72567, 1.50530, -0.24579], [0.92285, 0.43125, 0.87538], [1.90640, -0.18773, 2.74861], [2.49093, 1.30696, 3.55379], [3.64111, 0.13819, 2.91762], [-2.91621, -0.49683, 0.69604], [-3.66746, 0.69442, 0.88723], [-4.11729, 1.27127, -0.34592], [-5.64970, 1.20061, -0.43619], [-6.10243, -0.18475, -0.62162], [-7.55303, -0.34684, -0.47392], [-8.14941, -0.08752, 0.92519], [-7.73439, -1.03642, 1.91253], [-6.51615, -0.70582, 2.56760], [-2.52564, -0.81295, 1.66707], [-3.55096, -1.29591, 0.30420], [-2.07234, -0.32200, 0.02163], [-3.64050, 0.81035, -1.21894], [-3.81927, 2.32565, -0.32520], [-5.98957, 1.80680, -1.28141], [-6.05929, 1.62497, 0.48395], [-5.64148, -0.77918, 0.06298], [-7.77970, -1.38267, -0.74902], [-8.06151, 0.29069, -1.20540], [-9.23476, -0.20712, 0.83880], [-7.98724, 0.93832, 1.27100], [-6.36384, 0.37399, 2.65144], [-5.67575, -1.17135, 2.04936], [-6.54972, -1.12810, 3.57512]], "mulliken_charge": [-0.781, 0.059, -0.824, 0.457, -0.572, -0.547, -0.146, -0.074, -0.263, 0.006, 0.253, -0.523, 0.308, 0.314, 0.256, 0.315, 0.305, 0.247, 0.348, 0.286, 0.298, 0.402, 0.233, 0.304, 0.301, -0.716, -0.367, -0.956, 0.227, -0.353, -0.850, -0.386, -0.435, -0.778, 0.237, 0.308, 0.349, 0.459, 0.323, 0.280, 0.059, 0.094, 0.389, 0.429, 0.402, 0.331, 0.395, 0.180, 0.400, -0.870, -0.174, -0.876, -0.304, -0.339, -0.660, -0.485, -0.427, -0.525, 0.238, 0.402, 0.342, 0.420, 0.369, 0.414, 0.204, 0.087, 0.366, 0.397, 0.351, 0.340, 0.261, 0.149, 0.336], "e_tot_ev": -39562.2544, "gap_ha": 0.2226, "total_charge": 1}


{"formula": "C9H6FNOS", "method": "ωB97M-V with the def2-TZVPD basis set", "elements": ["O", "C", "C", "C", "S", "N", "C", "C", "C", "C", "F", "C", "C", "H", "H", "H", "H", "H", "H"], "positions_angstrom": [[1.40750, 2.18672, -0.05786], [1.90022, 1.05652, -0.04198], [3.31895, 0.55843, -0.08025], [3.48384, -0.73462, 0.02596], [1.94792, -1.56988, 0.07928], [1.13573, -0.11763, 0.06794], [-0.34637, -0.06539, 0.05189], [-0.98116, -0.25393, -1.10987], [-2.44683, -0.19311, -1.19797], [-3.10443, -0.17110, 0.03856], [-4.43430, -0.17595, -0.03413], [-2.37877, -0.08204, 1.15152], [-1.01870, -0.01364, 1.21036], [3.97626, 1.24332, -0.02763], [4.43155, -1.09355, -0.11815], [-0.31993, -0.20537, -2.14827], [-2.97442, -0.33581, -2.16055], [-3.08982, -0.02779, 2.28182], [-0.50723, -0.00518, 2.06933]], "nbo_charge": [-0.607, 0.626, -0.304, -0.341, 0.561, -0.609, 0.104, -0.183, -0.246, 0.356, -0.309, -0.227, -0.201, 0.210, 0.241, 0.239, 0.241, 0.223, 0.228], "e_tot_ev": -26517.7268, "smiles": "O=c1ccsn1-c1ccc(F)cc1", "gap_ha": 0.3373, "relative_energy_kcal_mol": 57.6}


{"formula": "C22H15Cl3FN2O2Ru", "method": "ωB97M-V with the def2-TZVPD basis set", "elements": ["Ru", "Cl", "C", "C", "C", "Cl", "C", "O", "C", "Cl", "C", "H", "H", "O", "C", "C", "C", "C", "C", "C", "C", "N", "C", "C", "N", "H", "H", "H", "H", "H", "H", "H", "F", "C", "C", "C", "C", "C", "C", "C", "H", "H", "H", "H", "H", "H"], "positions_angstrom": [[0.81781, 0.36976, 0.43532], [0.97895, 4.70842, 6.44005], [1.07067, 4.00912, 4.85750], [0.73086, 2.68211, 4.67531], [0.80999, 2.15719, 3.40199], [0.36002, 0.50319, 3.11276], [1.22410, 2.88078, 2.26357], [1.29720, 2.36972, 1.08387], [1.55705, 4.23465, 2.52301], [2.07044, 5.19603, 1.18789], [1.48154, 4.78776, 3.78410], [0.41236, 2.07100, 5.50849], [1.74077, 5.82592, 3.93520], [0.70878, 0.74148, -1.65939], [-0.03748, 0.35779, -2.63607], [0.42680, 0.56784, -3.96192], [-0.31668, 0.21447, -5.05948], [-1.56879, -0.38743, -4.90520], [-2.04024, -0.62576, -3.63606], [-1.31512, -0.26325, -2.49236], [-1.87221, -0.50027, -1.17690], [-1.26129, -0.42834, -0.00200], [-2.17973, -0.75034, 0.97095], [-3.37232, -1.01969, 0.38628], [-3.16622, -0.85423, -0.96218], [1.40026, 1.02878, -4.07108], [0.07408, 0.39116, -6.05390], [-2.15511, -0.66254, -5.77136], [-2.99260, -1.13514, -3.53490], [-1.90922, -0.76757, 2.01228], [-4.32375, -1.29983, 0.80100], [-3.85928, -0.96326, -1.67788], [-1.20251, -4.61665, -0.73249], [-0.24359, -3.74508, -0.41964], [0.06051, -3.53789, 0.91676], [1.02767, -2.61648, 1.24123], [1.71830, -1.88642, 0.23928], [2.69100, -0.89274, 0.56840], [1.39915, -2.17697, -1.11212], [0.41998, -3.08619, -1.43954], [-0.46398, -4.10329, 1.67526], [1.27904, -2.44442, 2.28108], [3.34645, -0.52991, -0.21280], [3.07998, -0.85371, 1.57822], [1.93418, -1.65299, -1.89362], [0.16218, -3.29678, -2.46890]], "nbo_charge": [1.043, 0.000, -0.075, -0.231, -0.144, 0.051, 0.385, -0.735, -0.116, 0.028, -0.226, 0.236, 0.241, -0.713, 0.395, -0.286, -0.173, -0.282, -0.173, -0.184, 0.389, -0.533, -0.083, -0.085, -0.510, 0.223, 0.213, 0.213, 0.186, 0.223, 0.227, 0.424, -0.312, 0.439, -0.298, -0.133, -0.177, -0.435, -0.110, -0.297, 0.237, 0.224, 0.229, 0.220, 0.240, 0.245], "e_tot_ev": -72998.6475, "spin_multiplicity": 2, "gap_ha": [0.2379, 0.2512], "relative_energy_kcal_mol": 28.8}


{"formula": "C3H25NO8S2", "method": "ωB97M-V with the def2-TZVPD basis set", "elements": ["C", "S", "S", "C", "C", "N", "H", "H", "H", "H", "H", "H", "H", "H", "H", "O", "H", "H", "O", "H", "H", "O", "H", "H", "O", "H", "H", "O", "H", "H", "O", "H", "H", "O", "H", "H", "O", "H", "H"], "positions_angstrom": [[3.11015, -0.20317, 0.18674], [2.87557, 1.44573, 0.66066], [1.73207, 1.63701, 2.23016], [0.03801, 1.60598, 2.03162], [-0.81563, 0.60192, 2.88295], [-0.74536, -0.86699, 2.53550], [3.40710, -0.98745, 0.96068], [2.23716, -0.72279, -0.43307], [3.86870, -0.00147, -0.58444], [-0.30349, 1.46845, 0.95232], [-0.34928, 2.68346, 1.98456], [-1.85284, 1.04194, 2.95400], [-0.52698, 0.72719, 3.96577], [-0.64856, -0.86897, 1.46625], [0.19774, -1.27444, 2.75080], [1.12056, -0.84193, -3.22950], [1.41031, -1.66773, -2.80121], [0.95842, -0.99712, -4.22107], [-2.84979, 1.86153, -1.71335], [-3.00004, 1.91320, -2.62985], [-1.92187, 1.87298, -1.64009], [0.11794, -3.51856, 0.22618], [-0.55087, -4.17668, 0.50225], [-0.29956, -2.60923, 0.54013], [-3.73263, -1.23932, 1.49604], [-2.88606, -1.23969, 1.97644], [-3.94936, -0.35112, 1.37090], [2.06247, -2.76258, -1.62184], [2.75926, -2.69200, -0.99149], [1.27405, -3.09294, -1.13363], [-1.42089, -0.99226, -0.26877], [-1.50257, -0.20415, -0.82363], [-2.29099, -1.42644, -0.18711], [0.23721, 3.71439, -0.28988], [1.07927, 3.19520, -0.35494], [0.17298, 4.30972, -1.03159], [-0.05392, 1.58458, -2.54055], [0.57588, 2.23017, -2.39534], [0.46580, 0.84354, -2.78264]], "nbo_charge": [-0.838, 0.126, 0.125, -0.691, -0.230, -0.890, 0.230, 0.239, 0.240, 0.254, 0.266, 0.205, 0.199, 0.380, 0.367, -1.010, 0.517, 0.481, -0.954, 0.466, 0.485, -0.984, 0.490, 0.506, -0.962, 0.492, 0.469, -0.979, 0.480, 0.517, -0.997, 0.508, 0.508, -0.960, 0.479, 0.475, -0.972, 0.459, 0.502], "e_tot_ev": -43056.5178, "smiles": "CSSCCN.O.O.O.O.O.O.O.O", "gap_ha": 0.3369, "relative_energy_kcal_mol": 45.0}